1.
27
Properties=species:S:1:pos:R:3:forces:R:3:lowdin_charge:R:1 method="wB97M-V/def2-TZVPD" multiplicity=1 lumo_energy_ev=0.794 largest_force_ha_per_bohr=0.09939 total_energy_ev=-15725.8634 mol_weight_g_mol=178.23 homo_lumo_gap_ev=9.3 de_lowest_kcal_mol=80.81 smiles=COc1ccc2c(c1)[C@@H](O)CCC2
C 3.442 2.303 -0.002 -0.398 0.603 -0.575 -0.110
C 1.885 0.545 -0.562 -0.884 0.950 1.002 -0.237
C 1.842 -0.686 -1.186 -1.704 -0.109 1.110 -0.026
C 0.764 -1.527 -1.064 0.681 1.165 -0.362 -0.027
C -0.304 -1.144 -0.249 -2.535 -1.142 -1.384 -0.188
C -1.587 -1.980 -0.430 -1.629 -2.124 -2.662 -0.164
C -2.903 -1.418 0.195 0.044 1.319 0.374 -0.187
C -2.448 -0.864 1.575 1.196 1.354 -0.705 -0.123
C -1.585 0.422 1.181 0.010 -0.084 0.325 -0.355
C -0.417 0.070 0.393 4.593 0.467 -2.191 -0.156
C 0.737 1.017 0.183 0.850 -3.110 -0.335 0.093
H 4.585 2.326 -0.230 -2.108 1.008 0.975 0.122
H 3.142 2.152 1.098 0.865 0.373 -1.411 0.100
H 2.753 3.167 -0.454 1.953 -1.303 1.089 0.127
H 2.707 -0.995 -1.637 1.936 -0.692 -1.516 0.092
H 0.752 -2.346 -1.776 -0.344 -0.419 0.677 0.121
H -1.848 -2.143 -1.592 0.965 0.807 2.125 0.143
H -1.486 -3.115 -0.197 0.102 1.947 0.391 0.132
H -3.416 -0.448 -0.344 1.595 -2.447 0.958 0.155
H -3.711 -2.175 0.217 0.622 0.272 0.163 0.101
H -3.223 -0.553 2.195 -1.955 1.006 0.588 0.073
H -1.911 -1.456 2.366 0.243 -0.189 -1.591 0.136
H -1.051 0.869 2.003 -0.839 0.405 1.269 0.137
H -1.974 1.419 -0.571 -1.037 0.169 4.146 0.187
H 0.940 1.828 0.838 -0.563 0.974 0.303 0.083
O 3.146 1.139 -0.745 -2.023 -0.644 0.578 -0.151
O -2.247 1.491 0.480 0.364 -0.555 -3.342 -0.077

2.
48
Properties=species:S:1:pos:R:3:forces:R:3:lowdin_charge:R:1 method="wB97M-V/def2-TZVPD" multiplicity=1 lumo_energy_ev=0.520 largest_force_ha_per_bohr=0.00479 total_energy_ev=-44120.5474 mol_weight_g_mol=393.88 homo_lumo_gap_ev=8.9 de_lowest_kcal_mol=40.24 smiles="C=CCn1cc(-c2n[nH]c3c2CN(C(=O)C2(c4ccccc4Cl)CC2)C3)cn1"
C -6.561 1.830 1.067 0.000 -0.001 -0.004 0.007
C -6.133 2.452 -0.020 0.002 0.000 0.002 -0.165
C -5.218 3.640 0.010 0.002 -0.001 0.002 -0.147
N -4.025 3.427 -0.791 0.001 -0.013 0.000 -0.173
C -2.977 2.629 -0.502 0.000 0.011 0.001 -0.008
C -2.124 2.680 -1.582 -0.012 -0.014 -0.003 -0.151
C -0.849 1.994 -1.732 -0.004 -0.001 -0.005 -0.202
N -0.099 2.163 -2.816 0.009 0.004 0.003 0.098
N 0.995 1.391 -2.629 -0.002 -0.007 0.006 0.042
C 0.943 0.748 -1.450 0.001 -0.006 0.003 -0.185
C -0.218 1.099 -0.839 -0.003 0.004 -0.002 -0.090
C -0.352 0.411 0.477 0.001 -0.004 -0.001 -0.057
N 0.908 -0.363 0.523 -0.057 -0.109 -0.027 0.001
C 1.267 -0.934 1.701 0.111 0.220 0.003 -0.456
O 0.560 -0.823 2.688 -0.007 -0.002 0.010 0.060
C 2.621 -1.620 1.756 -0.088 -0.195 0.082 -0.337
C 2.980 -2.606 0.689 0.046 0.089 -0.074 -0.213
C 4.136 -2.476 -0.078 0.003 0.006 0.009 -0.043
C 4.471 -3.396 -1.058 -0.005 -0.003 0.001 -0.076
C 3.638 -4.477 -1.302 0.000 0.001 -0.002 -0.081
C 2.482 -4.634 -0.556 0.001 -0.001 0.000 -0.102
C 2.168 -3.710 0.428 0.005 0.007 -0.002 -0.576
Cl 0.720 -3.956 1.354 -0.003 -0.005 0.002 0.763
C 3.691 -0.785 2.425 -0.001 0.006 0.000 -0.052
C 3.078 -1.937 3.154 0.003 -0.007 0.016 -0.053
C 1.755 -0.231 -0.676 -0.001 -0.002 0.001 -0.032
C -2.771 3.545 -2.490 0.020 0.009 0.006 -0.097
N -3.918 3.987 -2.004 -0.006 0.004 -0.002 0.082
H -7.230 0.982 1.008 0.000 0.000 0.001 0.055
H -6.257 2.153 2.056 0.000 0.001 0.000 0.059
H -6.437 2.116 -1.007 -0.001 0.000 0.000 0.106
H -5.702 4.518 -0.416 -0.002 -0.003 -0.002 0.122
H -4.925 3.870 1.035 -0.002 0.005 0.000 0.122
H -2.920 2.093 0.432 0.001 0.001 0.000 0.133
H 1.703 1.371 -3.339 -0.004 0.003 -0.006 0.155
H -0.398 1.085 1.336 -0.001 0.003 -0.002 0.127
H -1.212 -0.261 0.543 0.002 -0.002 0.003 0.133
H 4.780 -1.622 0.091 0.001 -0.001 -0.002 0.110
H 5.377 -3.264 -1.635 0.000 0.002 0.000 0.104
H 3.885 -5.200 -2.068 0.000 0.000 0.001 0.105
H 1.819 -5.472 -0.723 -0.001 0.000 0.001 0.104
H 4.711 -0.876 2.079 -0.002 -0.005 -0.002 0.096
H 3.403 0.213 2.730 -0.006 -0.004 0.001 0.117
H 2.368 -1.730 3.941 -0.003 0.008 -0.007 0.108
H 3.675 -2.831 3.268 0.001 0.001 -0.007 0.118
H 1.870 -1.183 -1.200 0.001 0.001 -0.001 0.127
H 2.752 0.136 -0.416 0.001 0.002 -0.003 0.134
H -2.433 3.854 -3.465 -0.003 0.002 0.000 0.108

3.
74
Properties=species:S:1:pos:R:3:forces:R:3:lowdin_charge:R:1 method="wB97M-V/def2-TZVPD" multiplicity=1 lumo_energy_ev=-3.633 charge=+1 largest_force_ha_per_bohr=0.06109 total_energy_ev=-26804.4676 mol_weight_g_mol=336.64 homo_lumo_gap_ev=8.5 de_lowest_kcal_mol=41.32
N 5.760 2.443 2.154 0.655 -0.146 0.417 0.157
C 4.785 3.400 1.504 -2.076 1.783 -0.854 -0.159
C 3.337 3.503 2.332 0.893 -1.128 -0.961 -0.112
C 2.346 2.392 1.597 0.119 1.026 0.026 -0.120
F 2.827 1.032 1.977 -0.810 2.892 -0.920 -0.132
H 6.456 2.998 2.702 -0.490 -0.733 -0.502 0.182
H 6.262 1.898 1.419 -0.294 0.418 0.712 0.175
H 5.327 1.754 2.817 0.074 0.670 -0.820 0.177
H 4.600 3.030 0.405 0.405 0.751 2.256 0.126
H 5.249 4.475 1.473 -0.565 -2.284 0.039 0.150
H 2.941 4.603 2.207 0.655 -2.352 0.337 0.139
H 3.578 3.238 3.458 -0.892 0.649 -2.199 0.133
H 2.448 2.584 0.424 -0.104 -0.951 2.523 0.135
H 1.210 2.531 1.860 2.360 -0.650 -0.143 0.124
C -4.294 2.354 1.016 -0.113 -0.062 -0.175 -0.111
C -4.163 1.275 2.080 -0.010 0.059 0.154 -0.262
C -3.016 1.529 3.062 -0.001 -0.099 0.111 -0.218
C -1.613 1.552 2.440 -0.040 0.064 -0.108 -0.241
C -1.211 0.283 1.685 0.044 0.108 0.060 -0.266
C -1.159 -0.953 2.569 0.009 -0.203 -0.092 -0.106
H -3.405 2.406 0.382 -0.060 0.038 0.017 0.064
H -5.151 2.140 0.369 0.119 0.108 0.033 0.074
H -4.452 3.335 1.473 0.039 -0.040 -0.061 0.076
H -4.050 0.297 1.602 0.013 0.044 0.070 0.072
H -5.100 1.232 2.648 0.139 -0.065 -0.045 0.113
H -3.053 0.767 3.849 0.047 0.079 -0.065 0.105
H -3.185 2.489 3.565 -0.002 -0.079 -0.046 0.111
H -0.885 1.734 3.241 -0.019 -0.041 0.016 0.101
H -1.530 2.407 1.760 -0.060 0.006 0.009 0.095
H -0.217 0.440 1.249 -0.061 -0.016 -0.052 0.088
H -1.890 0.105 0.845 0.023 0.063 0.040 0.089
H -0.454 -0.813 3.395 -0.094 -0.028 -0.022 0.075
H -0.828 -1.819 1.986 -0.054 0.055 0.144 0.074
H -2.140 -1.193 2.989 0.124 0.018 -0.008 0.065
C -7.459 -4.568 0.372 -0.195 0.112 0.049 -0.115
C -6.666 -4.103 -0.839 0.083 -0.153 -0.103 -0.274
C -5.182 -4.473 -0.770 0.067 0.083 -0.110 -0.227
C -4.404 -3.847 0.395 -0.081 -0.076 0.102 -0.224
C -4.431 -2.318 0.454 0.101 -0.116 0.074 -0.274
C -3.796 -1.656 -0.759 -0.053 0.182 -0.053 -0.110
H -7.107 -4.093 1.292 -0.040 -0.077 -0.041 0.066
H -8.516 -4.310 0.250 0.105 -0.079 0.093 0.072
H -7.387 -5.653 0.492 0.008 0.080 0.039 0.077
H -6.787 -3.023 -0.966 0.044 -0.031 -0.014 0.098
H -7.096 -4.568 -1.735 0.079 0.107 0.064 0.107
H -4.706 -4.194 -1.717 -0.010 -0.030 0.081 0.101
H -5.091 -5.564 -0.698 -0.024 0.096 -0.005 0.111
H -3.360 -4.180 0.330 -0.071 0.047 0.011 0.109
H -4.786 -4.242 1.343 0.028 0.016 -0.085 0.103
H -3.886 -1.996 1.350 -0.099 -0.062 -0.032 0.083
H -5.457 -1.957 0.573 0.029 -0.047 0.015 0.104
H -2.754 -1.972 -0.875 -0.074 -0.004 -0.043 0.077
H -3.808 -0.567 -0.643 0.032 -0.067 -0.107 0.055
H -4.335 -1.897 -1.680 0.096 0.032 0.071 0.071
C 3.581 -0.372 -1.503 0.044 -0.204 0.212 -0.103
C 4.780 0.550 -1.664 -0.062 -0.028 -0.293 -0.279
C 4.649 1.512 -2.848 0.175 0.133 0.000 -0.232
C 4.558 0.847 -4.227 -0.136 -0.104 -0.015 -0.221
C 5.729 -0.069 -4.592 -0.093 0.058 -0.119 -0.270
C 7.062 0.659 -4.666 0.187 -0.114 -0.031 -0.113
H 3.457 -1.028 -2.370 -0.002 0.113 0.103 0.076
H 3.713 -1.009 -0.623 -0.128 0.024 -0.115 0.074
H 2.661 0.204 -1.370 0.012 -0.070 -0.056 0.073
H 5.694 -0.046 -1.752 -0.016 0.066 -0.023 0.104
H 4.887 1.143 -0.748 0.054 0.066 0.134 0.058
H 5.500 2.204 -2.833 -0.040 -0.032 -0.055 0.099
H 3.756 2.132 -2.705 0.017 -0.046 0.003 0.106
H 4.476 1.637 -4.985 0.015 -0.086 0.102 0.115
H 3.628 0.271 -4.293 0.063 0.088 0.026 0.105
H 5.524 -0.519 -5.571 -0.028 0.023 0.187 0.111
H 5.802 -0.899 -3.882 -0.051 0.010 -0.029 0.100
H 7.024 1.469 -5.401 0.027 -0.051 0.110 0.079
H 7.853 -0.035 -4.969 -0.058 0.175 0.046 0.075
H 7.346 1.083 -3.698 0.021 0.012 -0.084 0.062

4.
32
Properties=species:S:1:pos:R:3:forces:R:3:lowdin_charge:R:1 method="wB97M-V/def2-TZVPD" multiplicity=1 lumo_energy_ev=-4.686 charge=+1 largest_force_ha_per_bohr=0.03048 total_energy_ev=-34968.8031 mol_weight_g_mol=265.69 homo_lumo_gap_ev=8.2
C -4.710 -1.013 3.221 0.059 -0.012 -0.215 -0.093
N -3.557 -1.843 3.623 0.199 0.406 -0.117 -0.098
C -2.307 -1.125 3.515 -0.729 0.000 1.166 -0.156
N -1.920 -0.904 2.104 0.434 0.454 0.389 -0.005
C -0.994 0.032 1.851 0.048 0.191 0.723 0.002
C -0.612 0.302 0.582 0.775 0.666 -0.417 -0.013
C -1.160 -0.398 -0.471 -0.095 -0.051 -1.153 -0.536
Cl -0.761 -0.099 -2.099 -0.064 0.030 0.304 0.881
C -2.097 -1.372 -0.188 0.082 0.039 -0.028 -0.269
F -2.683 -2.085 -1.122 0.037 -0.018 -0.226 0.141
C -2.446 -1.598 1.107 -1.049 -1.097 0.392 0.067
H -4.790 -0.920 2.132 0.119 -0.098 0.119 0.073
H -5.614 -1.526 3.548 0.030 0.252 0.088 0.096
H -4.643 0.009 3.621 -0.213 -0.173 0.107 0.091
H -3.672 -2.001 4.620 0.072 -0.520 -0.142 0.124
H -1.497 -1.641 4.039 -0.117 -0.252 -0.328 0.152
H -2.417 -0.156 4.030 0.348 0.229 -0.673 0.140
H -0.566 0.561 2.692 -0.158 -0.071 0.035 0.159
H 0.127 1.076 0.414 -0.043 -0.095 -0.109 0.144
H -3.183 -2.359 1.346 0.129 0.093 0.148 0.164
C 1.903 1.059 -3.742 -0.206 0.024 -0.117 -0.086
O 3.264 0.989 -4.148 -0.015 -0.004 -0.026 0.013
C 4.125 1.418 -3.219 0.152 -0.009 -0.085 -0.620
O 3.828 1.830 -2.127 -0.071 -0.045 0.016 0.114
O 5.352 1.308 -3.711 -0.056 -0.012 -0.011 0.015
C 6.388 1.735 -2.820 0.301 0.073 0.104 -0.031
H 1.299 0.686 -4.567 0.193 -0.024 -0.107 0.095
H 1.734 0.433 -2.870 0.122 0.100 0.078 0.040
H 1.616 2.090 -3.534 0.026 -0.034 0.128 0.102
H 6.388 1.130 -1.915 -0.098 0.074 0.028 0.098
H 6.273 2.789 -2.574 -0.091 -0.046 0.077 0.100
H 7.331 1.594 -3.340 -0.119 -0.067 -0.149 0.097